Entry 1:
Below is a molecular structure, C37H38Cl3O5P3RuS2 in a non-equilibrium geometry, with properties calculated with the ωB97M-V functional and the def2-TZVPD basis.

The geometry in ORCA input format:
```
! RIJCOSX wB97M-V def2-TZVPD def2/J DEFGRID3
* xyz 0 1
Ru -0.1487 -0.7121 -0.7478
C -0.2528 0.0337 3.1347
C 1.0750 0.0570 2.3618
P 1.2807 -1.3225 1.1652
C 3.0522 -1.2545 0.7437
C 3.5290 -2.2297 -0.1308
C 4.8710 -2.2812 -0.4701
C 5.7542 -1.3490 0.0549
C 5.2908 -0.3760 0.9276
C 3.9492 -0.3357 1.2815
C 1.2467 -2.7564 2.3101
C 2.2433 -2.9399 3.2672
C 2.1788 -4.0020 4.1543
C 1.1180 -4.8975 4.0983
C 0.1235 -4.7311 3.1488
C 0.1941 -3.6666 2.2600
C -1.4751 -0.4761 2.3834
P -1.6492 0.1226 0.6664
C -1.9294 1.9044 0.8979
C -2.7630 2.3775 1.8425
C -2.7073 3.7522 2.2982
C -1.7591 4.5869 1.8509
C -0.8580 4.2131 0.7575
C -0.9920 2.8166 0.2055
C -3.1831 -0.8385 0.2977
C -2.8612 -2.1899 -0.3384
C -3.7186 -3.3360 -0.0408
C -4.8733 -3.1378 0.6102
C -5.2378 -1.8436 1.1542
C -4.4167 -0.7835 1.0885
H -0.4356 1.0375 3.5243
H -0.1459 -0.6118 4.0113
H 1.8690 0.0455 3.1111
H 1.1982 0.9526 1.7486
H 2.8416 -2.9496 -0.5550
H 5.2255 -3.0399 -1.1560
H 6.8010 -1.3785 -0.2187
H 5.9733 0.3613 1.3308
H 3.6039 0.4494 1.9410
H 3.0821 -2.2545 3.3080
H 2.9614 -4.1361 4.8898
H 1.0727 -5.7276 4.7909
H -0.7020 -5.4290 3.0951
H -0.5871 -3.5517 1.5154
H -2.3733 -0.2487 2.9649
H -1.4426 -1.5676 2.2980
H -3.4290 1.7105 2.3773
H -3.3836 4.0637 3.0833
H -1.6394 5.5681 2.2934
H 0.1279 4.6609 0.7499
H -0.0972 2.3573 -0.1963
H -1.1048 -2.9049 0.1092
H -3.3855 -4.3177 -0.3520
H -5.5300 -3.9762 0.8018
H -6.1653 -1.7672 1.7069
H -4.6539 0.1244 1.6271
Cl 5.8734 1.2583 -4.0828
C 4.4870 1.1153 -3.0412
C 3.6464 0.0247 -3.1663
C 2.5627 -0.0642 -2.3192
Cl 1.4848 -1.4356 -2.4628
C 2.2474 0.8828 -1.3381
O 1.2354 0.7879 -0.5247
C 3.1452 1.9634 -1.2612
Cl 2.8453 3.1693 -0.0461
C 4.2422 2.0900 -2.0875
H 3.8311 -0.7394 -3.9084
H 4.9014 2.9404 -1.9873
C -4.3027 2.6640 -2.6831
C -3.7039 1.2774 -2.7496
O -2.3944 1.3196 -2.1601
P -1.1592 0.2940 -2.4985
S -1.6273 -0.8818 -3.9991
S -1.6259 4.1106 -0.8942
O -0.0462 1.4055 -2.9001
C -0.2031 2.2419 -4.0489
C 1.1213 2.9273 -4.2969
H -5.2886 2.6558 -3.1522
H -3.6766 3.3837 -3.2128
H -4.4077 3.0017 -1.6516
H -3.6173 0.9288 -3.7787
H -4.3226 0.5644 -2.2101
H -0.9891 2.9744 -3.8428
H -0.5090 1.6284 -4.9002
H 1.4089 3.5209 -3.4273
H 1.0509 3.5890 -5.1618
H 1.9038 2.1902 -4.4850
O -1.5171 -2.4952 -0.6607
O -3.3593 -1.1685 -1.0940
*
```

## Properties
**LUMO energy**: -0.1388 eV
**E_HOMO**: -7.1 eV
**DFT total energy**: -138911.027 eV
**Relative energy (zero: lowest compared OMol25 entry of this formula, charge and spin)**: 26.7 kJ/mol
**Orbital gap**: 7.01 eV

Entry 2:
Below is a molecular structure, C37H38CrN5P in a non-equilibrium geometry, with properties calculated with the ωB97M-V functional and the def2-TZVPD basis.

The geometry in ORCA input format:
```
! RIJCOSX wB97M-V def2-TZVPD def2/J DEFGRID3
* xyz 3 4
Cr 0.5981 -2.0335 -0.4905
C 1.6615 -4.6504 -1.9041
C 0.3153 -5.4466 -1.5614
C -0.9034 -4.6379 -1.2422
C -2.1054 -5.2877 -1.6133
C -3.3203 -4.7449 -1.2010
C -3.2819 -3.6549 -0.2627
C -2.0769 -3.1237 0.0298
N -0.8997 -3.4798 -0.6008
N 2.1448 -3.6939 -0.8632
C 3.3290 -2.9565 -1.2517
C 3.3379 -1.5544 -0.6258
C 4.5770 -0.9081 -0.4502
C 4.6428 0.4232 -0.0191
C 3.4353 1.1428 0.1536
C 2.2301 0.4295 0.0265
N 2.1789 -0.8597 -0.4746
C 2.3807 -4.4972 0.3804
C 1.7385 -3.8634 1.5785
C 1.8815 -4.5227 2.8247
C 1.3163 -3.9053 3.9558
C 0.6646 -2.6654 3.7445
C 0.5365 -2.1005 2.5011
N 1.0776 -2.7045 1.3958
H 1.4911 -4.2045 -2.8851
H 2.4020 -5.4952 -2.1022
H 0.5085 -6.2509 -0.8150
H -0.0120 -6.0303 -2.5038
H -2.0463 -6.2602 -2.1460
H -4.2968 -5.0972 -1.5613
H -4.1889 -3.2641 0.1378
H -1.8946 -2.3343 0.8008
H 3.3394 -2.8596 -2.3669
H 4.2288 -3.5432 -0.9597
H 5.5115 -1.4425 -0.5918
H 5.5703 0.9246 0.1863
H 3.3328 2.2211 0.4240
H 1.2611 0.9406 0.1992
H 3.4581 -4.6572 0.5352
H 1.9950 -5.4566 0.2495
H 2.4452 -5.4212 2.8171
H 1.3171 -4.4024 4.9168
H 0.2622 -2.1792 4.6387
H 0.0248 -1.1724 2.2794
C -0.4945 1.1250 -3.7830
C -1.4709 0.7920 -2.8465
C -1.2522 -0.2693 -2.0410
N -0.1895 -1.1371 -2.1639
C 0.5928 -0.9102 -3.2637
C 0.5374 0.1869 -4.0492
H -0.4457 2.1781 -4.1760
H -2.4413 1.3362 -2.7440
H -1.9642 -0.4496 -1.2084
H 1.3283 -1.7380 -3.4725
H 1.2351 0.2799 -4.8534
C -3.4034 3.0704 1.3817
P -1.6419 3.3479 1.0644
C -1.6167 4.3788 -0.3913
C -0.6168 4.2050 -1.3068
C -0.5206 5.0211 -2.4157
C -1.4897 6.0156 -2.6532
C -2.4895 6.2805 -1.7066
C -2.5704 5.4180 -0.5924
C -1.4256 4.4614 2.4578
C -1.1262 3.8947 3.7244
C -0.9410 4.7363 4.8235
C -0.9917 6.1511 4.6697
C -1.2677 6.6746 3.4428
C -1.4095 5.8417 2.3201
H -3.9232 4.0450 1.5279
H -3.4406 2.3769 2.2490
H -3.8062 2.5917 0.5078
H 0.1187 3.3403 -1.2341
H 0.2007 4.7317 -3.1401
H -1.4076 6.5916 -3.5399
H -3.2270 7.0816 -1.7352
H -3.3955 5.6288 0.1465
H -1.0981 2.7993 3.8242
H -0.6766 4.3240 5.7668
H -0.7648 6.8035 5.5208
H -1.2800 7.7656 3.2609
H -1.3920 6.3094 1.3458
*
```

## Properties
**LUMO energy (spin up / spin down)**: -11.1527 / -9.7455 eV
**E_HOMO (spin up / spin down)**: -13.9 / -13.9 eV
**DFT total energy**: -84121.067 eV
**Relative energy (zero: lowest compared OMol25 entry of this formula, charge and spin)**: 109.3 kJ/mol
**Orbital gap (spin up / spin down)**: 2.73 / 4.14 eV
**⟨S²⟩**: 3.8048

Entry 3:
Below is a molecular structure, C37H39AsBClF4I2N2O6Sc, with properties calculated with the ωB97M-V functional and the def2-TZVPD basis.

The geometry in ORCA input format:
```
! RIJCOSX wB97M-V def2-TZVPD def2/J DEFGRID3
* xyz -1 1
Sc 1.1756 1.8700 0.0434
C -0.2832 5.2428 -2.4264
C 0.2604 3.8617 -2.1818
O 0.5316 3.5846 -0.9974
C 0.4392 2.9325 -3.2690
C 0.1170 3.3181 -4.5894
C 0.2928 2.4731 -5.6503
C 0.8165 1.1876 -5.4165
C 1.1406 0.7747 -4.1541
C 0.9576 1.6248 -3.0315
O 1.2622 1.1809 -1.8621
H -0.3081 5.7716 -1.4773
H -1.2885 5.1872 -2.8474
H 0.3512 5.7817 -3.1304
H -0.2777 4.3100 -4.7647
H 0.0387 2.7877 -6.6533
H 0.9675 0.5127 -6.2510
H 1.5502 -0.2090 -3.9627
O 4.0989 -1.1691 1.5498
Cl 3.7872 0.2167 1.5879
O 3.5833 0.6898 2.9108
O 4.8043 0.9890 0.9141
O 2.5211 0.4007 0.8231
F 0.3790 5.0690 1.7156
B 1.4827 4.4794 2.2946
F 1.5457 3.0556 1.6714
F 2.6651 5.0751 1.9249
F 1.3561 4.2782 3.6406
C 4.3551 -2.8651 -3.3128
C 5.2174 -1.8060 -3.5479
C 4.9896 -0.6108 -2.8795
N 3.9864 -0.4235 -2.0289
C 3.1645 -1.4466 -1.8070
C 3.3086 -2.6829 -2.4234
H 4.4983 -3.8161 -3.8113
H 6.0511 -1.8988 -4.2317
H 5.6444 0.2410 -3.0370
H 2.3519 -1.2669 -1.1120
H 2.6128 -3.4819 -2.2024
I 4.1756 3.0403 -0.7866
I 3.6693 5.1284 -2.3735
C -6.0948 -2.6093 -1.4711
C -4.7430 -2.1986 -0.9513
C -3.8987 -1.3878 -1.6954
C -2.6491 -1.0025 -1.2261
C -1.8162 -0.1074 -2.1093
C -2.2126 -1.4288 0.0451
As -0.3411 -0.8662 0.4151
N -0.5857 0.9565 0.6474
C -1.7239 1.5096 1.2377
C -2.5138 0.8278 2.1713
C -3.6416 1.4115 2.7243
C -4.0151 2.7022 2.3799
C -3.2299 3.4008 1.4723
C -2.1112 2.8162 0.9053
C 0.2540 -1.7229 2.1008
C 0.6199 -1.0952 3.2962
C 0.3885 0.3572 3.6280
C 1.2413 -1.8524 4.2938
C 1.5149 -3.1971 4.1493
C 2.1906 -3.9840 5.2393
C 1.1549 -3.8064 2.9517
C 0.5472 -3.0957 1.9322
C 0.2174 -3.8292 0.6545
C -3.0688 -2.2282 0.8162
C -2.7755 -2.7254 2.2115
C -4.3081 -2.6024 0.2979
H -6.2300 -2.2929 -2.5052
H -6.8935 -2.1622 -0.8756
H -6.2210 -3.6927 -1.4275
H -4.2166 -1.0442 -2.6746
H -2.2902 0.0151 -3.0832
H -0.8127 -0.5098 -2.2605
H -1.6896 0.8786 -1.6569
H -2.2257 -0.1678 2.4754
H -4.2278 0.8497 3.4428
H -4.8928 3.1596 2.8182
H -3.4859 4.4187 1.2038
H -1.5044 3.3842 0.2121
H 0.1209 0.9551 2.7672
H 1.2920 0.7845 4.0611
H -0.4141 0.4538 4.3639
H 1.5342 -1.3445 5.2074
H 2.5666 -3.3248 6.0211
H 3.0315 -4.5553 4.8426
H 1.4980 -4.6929 5.6994
H 1.3740 -4.8595 2.8015
H 0.5126 -4.8756 0.7332
H 0.7435 -3.3892 -0.1970
H -0.8491 -3.7955 0.4233
H -1.8713 -2.3116 2.6378
H -2.6738 -3.8141 2.2179
H -3.6115 -2.4726 2.8675
H -4.9549 -3.2242 0.9110
*
```

## Properties
**LUMO energy**: 1.0553 eV
**E_HOMO**: -5.1 eV
**DFT total energy**: -176084.544 eV
**Relative energy (zero: lowest compared OMol25 entry of this formula, charge and spin)**: 261.9 kJ/mol
**Orbital gap**: 6.18 eV

The lowest relative energy (zero: lowest compared OMol25 entry of this formula, charge and spin) belongs to which entry? C37H38Cl3O5P3RuS2